195
Properties=species:S:1:pos:R:3 method="wB97M-V/def2-TZVPD" charge=0 lumo_energy_ev=0.361 de_lowest_kj_mol=321.8 gap_ev=10.8 e_tot_ha=-5726.2985 molar_mass_g_mol=1531.3
C 18.8344 19.1747 12.2806
C 17.8815 20.0046 13.1560
C 18.3150 21.4864 13.4370
O 17.0894 22.2028 13.3126
C 16.1967 21.3726 12.7049
O 15.0635 21.6941 12.4551
O 16.6159 20.1481 12.4415
H 19.6532 18.9673 12.9160
H 19.0566 19.6348 11.3102
H 18.2291 18.2519 12.0238
H 17.7314 19.5461 14.1081
H 19.0707 21.9231 12.7486
H 18.7496 21.4203 14.4250
C 23.1099 16.4256 12.5144
C 22.1474 15.5477 11.6894
C 22.2760 14.0276 11.9515
O 21.0505 13.6664 12.6756
C 20.1576 14.7072 12.5620
O 19.0320 14.6713 12.9078
O 20.7746 15.8166 12.1491
H 23.3431 15.9182 13.4523
H 22.7872 17.4955 12.7458
H 24.1112 16.4264 12.0893
H 22.1694 15.7696 10.5959
H 23.1194 13.7387 12.5954
H 22.5115 13.3895 11.0831
C 10.8408 11.3173 19.4477
C 11.8382 11.0567 20.5392
C 13.1986 10.5494 20.0369
O 14.1529 11.3929 20.6800
C 13.5029 12.4812 21.3067
O 14.0229 13.4438 21.7824
O 12.1590 12.2990 21.1632
H 11.4324 11.8821 18.7458
H 9.9749 11.7502 19.8830
H 10.5357 10.4407 18.9188
H 11.3160 10.4064 21.2594
H 13.2534 10.5967 18.9202
H 13.5222 9.4974 20.2468
C 13.1687 16.5211 24.1719
C 14.5894 16.8698 23.7783
C 15.5759 15.6660 23.5556
O 16.2998 16.0689 22.3832
C 15.6650 17.0488 21.7396
O 15.9605 17.5162 20.6862
O 14.6963 17.5711 22.5307
H 12.7148 15.8760 23.4268
H 12.5332 17.3107 24.4407
H 13.2192 15.8335 24.9941
H 15.0062 17.5140 24.5798
H 15.0762 14.7665 23.3095
H 16.3171 15.6002 24.3275
C 9.8787 17.3583 14.3117
C 10.6788 16.0707 14.3553
C 9.7936 14.8361 14.5080
O 10.3115 13.9424 13.5557
C 11.2706 14.5280 12.7909
O 11.8451 14.0096 11.8940
O 11.4611 15.7880 13.1276
H 10.5280 18.1688 14.1012
H 9.4911 17.4515 15.3534
H 8.9617 17.1995 13.6896
H 11.4923 16.1269 15.1377
H 8.7256 15.1024 14.1968
H 9.7961 14.4569 15.4930
C 14.7368 19.4388 15.9976
C 15.5130 20.0770 17.0768
C 15.8328 19.2210 18.3248
O 17.1508 19.6333 18.7528
C 17.7343 20.2363 17.7090
O 18.8762 20.5425 17.7268
O 16.8762 20.4755 16.6848
H 15.2796 18.6617 15.5944
H 14.5260 20.1494 15.1088
H 13.7189 19.2179 16.3445
H 15.0944 21.0556 17.4089
H 15.7713 18.1321 18.1359
H 15.0933 19.4575 19.0397
C 21.8215 8.0929 13.9755
C 21.1145 9.3862 13.7118
C 21.8717 10.6932 13.8759
O 22.2133 11.0670 12.5599
C 21.4832 10.4006 11.6553
O 21.4298 10.7647 10.4601
O 20.9176 9.3347 12.2297
H 22.6048 8.0057 13.2551
H 21.1790 7.2294 13.8286
H 22.2151 8.0994 14.9620
H 20.1504 9.4762 14.1399
H 22.7988 10.5290 14.4510
H 21.3085 11.5055 14.3653
C 20.4352 15.2600 16.3837
C 21.3738 14.0926 15.9879
C 22.6832 13.8922 16.7069
O 22.8486 12.5378 16.7441
C 21.5796 11.9832 16.7989
O 21.4169 10.8507 17.1871
O 20.7423 12.8236 16.3649
H 19.8770 14.9514 17.2156
H 19.7173 15.6119 15.6432
H 21.0163 16.1266 16.7790
H 21.5082 13.9248 14.8748
H 22.6005 14.1229 17.7543
H 23.4629 14.4719 16.2328
C 17.3127 10.9446 18.6620
C 17.8377 10.5540 17.2903
C 18.5808 9.2826 17.2247
O 18.1960 8.7037 15.8942
C 17.0278 9.1879 15.6016
O 16.3939 8.8803 14.6438
O 16.7179 10.2488 16.3751
H 16.6275 10.1761 19.0502
H 16.7079 11.8400 18.6574
H 18.0786 11.0462 19.4219
H 18.3425 11.3489 16.7487
H 18.3073 8.5554 17.9835
H 19.6722 9.3875 17.2115
C 12.6254 17.4804 19.3503
C 11.9461 16.1072 19.1436
C 10.9722 15.7307 20.3499
O 9.6509 15.5822 19.7843
C 9.7262 15.9556 18.4624
O 8.7454 15.9454 17.7612
O 11.0048 16.2112 18.0337
H 13.3897 17.5806 18.5253
H 13.1606 17.5556 20.3459
H 11.9146 18.3418 19.2657
H 12.6087 15.2375 18.9901
H 11.0334 16.5979 21.1347
H 11.3584 14.8365 20.8169
C 11.9447 10.5667 13.8320
C 12.7378 10.5846 15.0935
C 14.1028 11.2144 14.7822
O 14.3562 12.0076 15.9746
C 13.2440 12.1854 16.6612
O 13.1404 12.7121 17.7462
O 12.2011 11.4385 16.0746
H 12.5655 9.9304 13.1482
H 11.8503 11.6151 13.4215
H 10.9344 10.1049 13.9218
H 12.8845 9.5355 15.4701
H 14.0297 11.9473 13.9584
H 14.8598 10.4056 14.6008
C 14.7800 15.7976 11.2882
C 15.4067 15.6226 12.7336
C 15.1003 16.8680 13.5735
O 14.0883 16.4672 14.4337
C 13.9607 15.0944 14.4118
O 13.2047 14.5304 15.1791
O 14.6870 14.5661 13.4532
H 15.2362 15.1740 10.5709
H 14.9258 16.8297 10.9590
H 13.7691 15.4718 11.3269
H 16.4743 15.3120 12.8825
H 14.9358 17.7969 13.0021
H 15.9634 17.0643 14.2541
C 15.6085 11.6580 11.1192
C 16.4943 11.0325 12.1549
C 17.8574 10.5895 11.6596
O 18.7328 11.0536 12.6714
C 18.1326 11.8475 13.5374
O 18.7126 12.2381 14.4969
O 16.8347 11.9893 13.2275
H 14.6782 12.0549 11.5804
H 15.3663 10.9313 10.3144
H 16.1498 12.4845 10.7265
H 15.9900 10.2288 12.6833
H 18.1235 11.0945 10.6629
H 17.9117 9.5113 11.6556
C 15.4126 14.9674 18.7805
C 16.8241 14.8351 18.3624
C 16.9644 14.1127 16.9768
O 17.1385 15.1167 15.9902
C 17.5169 16.2806 16.5581
O 17.7902 17.3232 16.0288
O 17.3132 16.1645 17.9035
H 14.9810 14.0218 19.0782
H 14.9056 15.4991 17.9229
H 15.3824 15.6644 19.5811
H 17.4920 14.4469 19.1011
H 16.1411 13.4757 16.6994
H 17.8769 13.4662 16.9923
C 20.4068 18.1705 19.6999
C 20.5277 16.9379 20.6163
C 19.1645 16.3584 21.0642
O 19.3661 14.9401 20.9988
C 20.4424 14.6919 20.1701
O 20.8279 13.6407 19.6827
O 21.0428 15.8198 19.8423
H 21.3532 18.3224 19.1900
H 20.0509 19.0736 20.1428
H 19.7345 17.7880 18.9358
H 21.3193 17.0036 21.3828
H 18.4380 16.6313 20.3144
H 18.8797 16.5903 22.0637

184
Properties=species:S:1:pos:R:3 method="wB97M-V/def2-TZVPD" charge=0 lumo_energy_ev=-0.726 de_lowest_kj_mol=0.0 gap_ev=8.2 e_tot_ha=-4150.0010 molar_mass_g_mol=1228.5 smiles="O=[N+]([O-])c1ccccc1.O=[N+]([O-])c1ccccc1.O=[N+]([O-])c1ccccc1.O=[N+]([O-])c1ccccc1.O=[N+]([O-])c1ccccc1.COC[C@H](C)N.COC[C@H](C)N.COC[C@H](C)N.COC[C@H](C)N.COC[C@H](C)N.COC[C@H](C)N.c1ccccc1"
O -4.1362 -1.6203 0.2155
N -4.0192 -1.2672 1.3762
O -3.5383 -0.2117 1.7211
C -4.4618 -2.2044 2.4123
C -4.7830 -3.5230 2.0832
C -5.0374 -4.4278 3.0981
C -5.0763 -3.9667 4.4181
C -4.7730 -2.6684 4.7397
C -4.5031 -1.7605 3.7257
H -4.7764 -3.8007 1.0380
H -5.2930 -5.4404 2.8229
H -5.3496 -4.6802 5.1867
H -4.8313 -2.3403 5.7683
H -4.2142 -0.7441 3.9459
O -8.6124 0.1070 -3.1178
N -8.7862 1.1019 -2.4495
O -9.8296 1.7126 -2.4005
C -7.6718 1.5895 -1.6444
C -7.8346 2.6964 -0.8399
C -6.8225 3.1964 -0.0302
C -5.6006 2.4981 0.0020
C -5.4898 1.3237 -0.7674
C -6.5236 0.8342 -1.5422
H -8.7831 3.2164 -0.8810
H -6.9105 4.0876 0.5751
H -4.7432 2.8925 0.5244
H -4.5574 0.7796 -0.6756
H -6.4065 -0.1265 -2.0217
O -1.7676 -1.1413 -3.3165
N -1.3201 -2.1387 -3.8400
O -1.2076 -2.2801 -5.0372
C -0.8034 -3.1586 -2.9588
C 0.0910 -4.0975 -3.4462
C 0.6190 -5.0491 -2.5960
C 0.2608 -5.1017 -1.2615
C -0.5970 -4.1101 -0.7627
C -1.1477 -3.1873 -1.6180
H 0.3743 -4.0275 -4.4887
H 1.2866 -5.7970 -3.0047
H 0.7013 -5.8434 -0.6097
H -0.8845 -4.1950 0.2777
H -1.9424 -2.5366 -1.2667
O 1.9520 4.5964 -4.2378
N 2.8310 4.8732 -3.4402
O 3.9852 5.0813 -3.7740
C 2.5138 4.9307 -2.0253
C 3.5424 4.8537 -1.0780
C 3.2481 4.8471 0.2745
C 1.9112 4.8803 0.6968
C 0.9277 4.9830 -0.2531
C 1.2123 5.0786 -1.6227
H 4.5647 4.8658 -1.4290
H 4.1073 4.8780 0.9298
H 1.6256 4.7331 1.7295
H -0.1065 4.8891 0.0553
H 0.3815 5.1915 -2.3057
O -2.1162 8.4081 -4.0825
N -1.7743 7.2647 -3.8719
O -0.6110 6.9047 -3.8588
C -2.7927 6.2587 -3.6272
C -4.1303 6.6257 -3.4824
C -5.1045 5.6453 -3.4730
C -4.7045 4.3067 -3.3595
C -3.3692 3.9580 -3.4267
C -2.3912 4.9250 -3.6328
H -4.4153 7.6675 -3.4441
H -6.1230 5.9394 -3.2585
H -5.4719 3.5515 -3.2380
H -3.1142 2.9173 -3.2902
H -1.3722 4.5691 -3.6355
C 4.8465 -2.4035 7.5141
O 3.9100 -2.4771 6.4758
C 4.1743 -3.5305 5.5939
C 2.9738 -3.7067 4.6401
C 3.2356 -4.8211 3.6232
N 2.7008 -2.4800 3.9212
H 5.8660 -2.2616 7.1359
H 4.8659 -3.3094 8.1327
H 4.6169 -1.5850 8.1941
H 5.0576 -3.3204 4.9811
H 4.2645 -4.5094 6.0860
H 2.0797 -3.9675 5.2148
H 3.3220 -5.7885 4.1235
H 4.2135 -4.6290 3.1700
H 2.4885 -4.8826 2.8369
H 2.4802 -1.7492 4.5877
H 3.4021 -2.1462 3.2723
C 6.9211 -1.5602 -5.2247
O 5.9968 -1.3758 -4.1954
C 5.1961 -2.5011 -3.9280
C 4.4816 -2.4944 -2.5547
C 3.7863 -3.7928 -2.2346
N 3.5878 -1.3575 -2.4548
H 7.6676 -0.7719 -5.2134
H 6.4908 -1.7646 -6.2105
H 7.5219 -2.4719 -5.0611
H 4.4528 -2.5475 -4.7309
H 5.8038 -3.4166 -3.8918
H 5.2733 -2.3765 -1.8058
H 4.4575 -4.6501 -2.2877
H 2.9848 -3.9659 -2.9571
H 3.3275 -3.6838 -1.2521
H 2.8425 -1.3439 -3.1366
H 4.0884 -0.4852 -2.5561
C 2.9003 -2.0075 -7.4243
O 2.5434 -0.7315 -6.9812
C 2.7241 -0.4737 -5.6051
C 1.9856 0.8383 -5.2651
C 2.4314 1.9455 -6.2412
N 2.3701 1.1990 -3.8716
H 3.9163 -2.2714 -7.0912
H 2.9009 -1.9803 -8.5102
H 2.2841 -2.8251 -7.0294
H 2.2064 -1.2944 -5.0867
H 3.7647 -0.4729 -5.2672
H 0.9068 0.7036 -5.3322
H 1.6834 2.7378 -6.1978
H 2.4791 1.5376 -7.2493
H 3.3947 2.3708 -5.9574
H 1.8969 2.0904 -3.7040
H 3.3317 1.5227 -3.9918
C -1.8250 4.6294 2.3476
O -2.9335 4.5860 3.2098
C -3.4932 3.2861 3.2423
C -4.7726 3.3180 4.0979
C -5.3305 1.9174 4.2951
N -5.7708 4.1572 3.4110
H -1.5366 5.6590 2.1582
H -2.0596 4.0284 1.4619
H -0.9612 4.0829 2.7589
H -3.7023 2.8297 2.2698
H -2.7234 2.6673 3.7266
H -4.5227 3.8401 5.0248
H -6.0994 1.9121 5.0716
H -4.5834 1.2828 4.7910
H -5.6771 1.4139 3.3949
H -5.0793 4.8214 3.0487
H -6.1382 3.6589 2.6067
C -1.3573 0.6044 4.9648
O -1.7473 -0.6789 4.5169
C -0.6238 -1.4737 4.1929
C -1.0402 -2.8439 3.6364
C -1.2117 -3.8619 4.7755
N -0.0641 -3.3671 2.6905
H -0.5437 0.5083 5.6912
H -2.2181 1.0946 5.4128
H -0.9788 1.2078 4.1335
H 0.0902 -1.0186 3.4957
H -0.0194 -1.6077 5.1051
H -1.9748 -2.6813 3.1056
H -0.2429 -4.2566 5.0738
H -1.8343 -4.7041 4.4715
H -1.7653 -3.3335 5.5545
H 0.8850 -3.4330 3.0442
H -0.0210 -2.8333 1.8339
C 1.4730 -1.0116 0.6159
O 0.7013 0.1269 0.3457
C 0.3381 0.2162 -1.0290
C -0.3694 1.5571 -1.2456
C -1.4485 1.7772 -0.1859
N -0.9482 1.7340 -2.5825
H 2.5233 -0.9226 0.3309
H 1.0726 -1.9538 0.2219
H 1.4350 -1.2159 1.6887
H 1.2765 0.1143 -1.5835
H -0.3781 -0.5545 -1.3341
H 0.3267 2.3801 -1.0577
H -2.2559 1.0392 -0.2450
H -1.9726 2.7269 -0.3163
H -0.9504 1.7195 0.7810
H -1.6391 0.9908 -2.6933
H -0.2497 1.4100 -3.2556
C 6.4855 -3.1910 2.4821
C 6.9066 -2.2003 3.3646
C 6.6099 -0.8702 3.0830
C 5.9900 -0.5115 1.8874
C 5.5023 -1.5271 1.0723
C 5.6788 -2.8511 1.4062
H 6.5897 -4.2302 2.7748
H 7.3966 -2.4517 4.2957
H 7.0326 -0.1989 3.8226
H 5.9130 0.5132 1.5527
H 4.9282 -1.3205 0.1748
H 5.3060 -3.6811 0.8167